This record from OMol25 describes 3 unconnected molecules or ions with the total composition C18H26N4O5 in a non-equilibrium geometry. The level of theory is the ωB97M-V functional and the def2-TZVPD basis.

XYZ file:
```
53
Properties=species:S:1:pos:R:3:lowdin_charge:R:1
O 3.314 -3.208 -2.509 0.0204
O -3.151 -2.824 0.030 0.0150
O 1.126 2.679 -1.682 -0.0822
O -0.618 4.674 4.281 0.0857
O 3.885 2.130 2.806 0.0897
N -4.530 -4.116 1.281 0.1471
N 2.012 -4.648 -1.344 0.1539
N 3.026 -5.313 -3.295 0.1450
N -3.827 -2.072 2.056 0.1544
C -0.165 3.693 0.096 0.0209
C 2.015 2.586 0.674 0.0754
C 1.357 1.275 -1.956 -0.1421
C -1.083 0.231 -2.143 -0.3538
C 2.794 2.517 3.148 -0.3109
C 0.531 3.632 2.479 -0.0796
C 1.039 2.949 -0.335 -0.2389
C 0.283 3.926 3.973 -0.3274
C -0.447 4.042 1.466 0.0120
C 2.818 -4.314 -2.391 -0.6915
C -2.213 0.019 -1.029 -0.0919
C 0.289 0.295 -1.359 -0.3034
C 2.363 2.591 4.646 0.0208
C -3.793 -2.993 1.053 -0.6832
C 0.931 -1.172 -1.466 -0.0719
C -1.478 1.548 -2.915 -0.0820
C 1.224 3.238 4.984 0.0101
C 1.741 2.931 2.070 -0.0531
H -5.064 -4.274 2.114 0.0922
H -2.599 1.512 -3.053 0.0755
H 0.350 -1.888 -0.835 0.0778
H 2.948 2.051 0.403 0.1254
H -4.528 -4.818 0.562 0.1037
H 3.615 -5.103 -4.081 0.1031
H -1.267 2.493 -2.366 0.0589
H 2.014 -1.126 -1.165 0.0765
H 2.360 0.982 -1.543 0.1193
H 0.937 3.265 6.058 0.1193
H -3.239 0.111 -1.457 0.0759
H 1.835 -3.936 -0.657 0.0928
H -1.165 -0.651 -2.836 0.1325
H 2.627 -6.229 -3.216 0.0904
H -3.295 -1.229 1.923 0.1016
H 3.001 2.086 5.411 0.1240
H -0.902 3.996 -0.687 0.1111
H -1.382 4.588 1.736 0.1207
H -2.071 0.869 -0.297 0.0767
H 1.333 1.167 -3.074 0.1466
H -2.043 -0.945 -0.452 0.0555
H -1.062 1.541 -3.962 0.0833
H 0.846 -1.460 -2.543 0.0847
H 0.061 0.442 -0.276 0.1276
H -4.347 -2.190 2.905 0.0936
H 1.593 -5.551 -1.228 0.0928
```

gap between HOMO and LUMO: 7.910 eV
LUMO energy: -0.0346 hartree
total charge: 0
largest force on an atom: 2.70 eV/Å



This record from OMol25 describes a single C18H26N4O6S molecule. The level of theory is the ωB97M-V functional and the def2-TZVPD basis.

XYZ file:
```
55
Properties=species:S:1:pos:R:3:lowdin_charge:R:1
S 0.226 -1.490 1.070 1.1792
O -0.278 -2.782 -2.039 -0.0549
O 2.382 1.962 -3.078 0.0541
O 4.182 1.248 -0.093 -0.1018
O 1.565 -1.607 -1.508 -0.1044
O -0.934 0.671 -1.918 0.0707
O -0.996 -2.647 4.626 0.1010
N -2.353 0.807 -0.180 -0.0914
N 0.296 -4.036 0.783 0.0891
N 1.665 2.082 -0.925 -0.0165
N -1.137 -0.580 3.627 0.0333
C -2.118 1.243 2.271 -0.1594
C -0.173 -3.790 2.042 -0.1276
C -0.814 -1.945 3.657 -0.4971
C 2.567 1.754 -1.890 -0.4331
C 0.904 -2.821 -1.279 -0.3787
C -2.954 -0.445 -0.628 -0.0306
C 0.526 -2.918 0.167 -0.4704
C 3.066 0.909 0.703 -0.1884
C -2.272 -0.186 2.777 -0.2051
C 1.322 -1.285 -2.883 -0.1269
C -1.333 1.287 -0.942 -0.4396
C -0.292 -2.476 2.382 -0.4133
C 0.007 -2.006 -3.208 -0.1249
C -0.749 2.644 -0.579 -0.0834
C 1.958 1.917 0.492 -0.1162
C 0.551 2.940 -1.308 -0.1304
C -2.890 1.512 0.979 -0.1619
C 3.848 1.065 -1.451 -0.0973
H -3.934 1.211 1.092 0.1265
H -2.907 2.583 0.778 0.1145
H -1.476 3.404 -0.882 0.1338
H -3.383 -0.328 -1.625 0.0982
H -3.741 -0.728 0.067 0.0882
H -1.294 -0.289 4.586 0.1341
H -1.054 1.417 2.093 0.0882
H -2.209 -1.240 -0.684 0.0716
H -2.298 -0.868 1.928 0.0848
H 3.385 0.917 1.744 0.1333
H -2.433 1.956 3.037 0.1194
H 1.065 1.555 1.008 0.0946
H 1.238 -0.207 -2.972 0.0980
H 0.104 -2.664 -4.075 0.1221
H 0.415 2.814 -2.378 0.1222
H -3.218 -0.314 3.312 0.1322
H -0.638 2.757 0.499 0.0935
H 2.236 2.881 0.934 0.1372
H 4.653 1.476 -2.054 0.1390
H 2.151 -1.649 -3.495 0.1288
H -0.428 -4.609 2.699 0.1267
H 3.743 -0.002 -1.686 0.1303
H -0.814 -1.308 -3.349 0.1085
H 2.716 -0.097 0.445 0.0958
H 0.821 3.987 -1.122 0.1349
H 1.526 -3.680 -1.569 0.1696
```

gap between HOMO and LUMO: 9.353 eV
LUMO energy: 0.0007 hartree
total charge: 0
largest force on an atom: 0.69 eV/Å



This record from OMol25 describes a single C18H26N4O6S molecule. The level of theory is the ωB97M-V functional and the def2-TZVPD basis.

XYZ file:
```
55
Properties=species:S:1:pos:R:3:lowdin_charge:R:1
S 0.758 0.250 1.524 1.1701
O -0.617 -4.063 0.993 -0.1048
O -3.318 -1.879 0.304 0.0611
O -1.654 2.255 3.262 -0.0456
O -1.870 0.065 2.669 -0.1033
O 4.657 0.615 1.220 0.1141
O -1.765 1.062 -0.934 0.0586
N -1.362 -2.100 -0.835 -0.0221
N 1.299 1.289 3.806 0.0841
N 3.077 -0.150 -0.303 0.0069
N 0.098 1.665 -2.034 -0.0910
C 2.929 0.976 -1.251 -0.1871
C 0.405 -3.367 0.316 -0.1912
C 0.317 0.877 3.057 -0.4673
C -1.059 -0.430 -2.661 -0.0763
C -1.134 0.963 3.466 -0.3606
C -1.939 -1.497 -2.028 -0.1343
C 2.258 0.505 -2.542 -0.1490
C 1.141 1.430 -3.027 -0.1602
C -0.930 0.807 -1.788 -0.4428
C -2.438 2.196 2.065 -0.1348
C 0.096 2.901 -1.260 -0.0405
C -1.631 -3.156 1.373 -0.0946
C -2.978 0.786 2.106 -0.1271
C -0.108 -2.824 -1.001 -0.1159
C 3.509 0.338 0.975 -0.4919
C 2.483 1.138 3.153 -0.1310
C 2.402 0.589 1.904 -0.4188
C -2.187 -2.326 0.229 -0.4119
H 1.839 -0.483 -2.345 0.0821
H -3.195 0.360 1.132 0.1021
H 1.216 -4.071 0.132 0.1310
H 0.785 -2.551 0.942 0.0932
H 2.298 1.715 -0.755 0.0972
H -3.844 0.701 2.768 0.1319
H 0.701 1.027 -3.940 0.1181
H -1.277 -2.456 2.141 0.1259
H -0.840 3.442 -1.405 0.0976
H -1.531 -0.112 -3.597 0.1362
H -3.200 2.969 2.129 0.1319
H -2.458 -3.730 1.782 0.1396
H -0.088 -0.834 -2.942 0.0870
H -1.215 0.733 4.532 0.1649
H 0.198 2.698 -0.193 0.0669
H -1.818 2.347 1.178 0.0961
H 3.892 1.457 -1.446 0.1276
H 1.553 2.404 -3.295 0.1235
H 2.990 0.383 -3.344 0.1172
H 3.835 -0.735 -0.647 0.1293
H 3.409 1.435 3.623 0.1264
H 0.652 -2.150 -1.405 0.1026
H -2.891 -1.065 -1.733 0.1206
H -0.250 -3.643 -1.716 0.1351
H -2.127 -2.281 -2.771 0.1334
H 0.925 3.525 -1.586 0.0897
```

gap between HOMO and LUMO: 9.245 eV
LUMO energy: -0.0026 hartree
total charge: 0
largest force on an atom: 0.74 eV/Å



This record from OMol25 describes a single C18H26N6O2S molecule in a non-equilibrium geometry. The level of theory is the ωB97M-V functional and the def2-TZVPD basis.

XYZ file:
```
53
Properties=species:S:1:pos:R:3:lowdin_charge:R:1
S 1.170 -1.889 -1.645 1.0327
O -1.558 -1.755 -1.056 0.0084
O 1.770 7.123 -1.467 0.0700
N 1.774 5.062 -2.299 0.1333
N 1.402 0.617 -0.475 -0.0287
N -1.694 -3.119 0.739 -0.0020
N 1.228 1.113 0.766 0.0561
N 0.906 0.160 1.526 -0.0182
N 0.845 -0.990 0.874 0.0326
C 2.410 3.155 -3.606 -0.0177
C 1.756 1.439 -1.548 -0.1793
C -0.502 -3.640 2.824 -0.0364
C 2.500 5.423 0.048 -0.1608
C 0.304 -3.184 -0.712 -0.3436
C -1.147 -4.198 1.553 -0.3838
C -2.897 -2.434 1.232 -0.3649
C 1.929 3.681 -2.404 -0.2263
C 1.398 5.451 1.108 -0.0809
C 1.150 -0.721 -0.382 -0.5742
C -2.634 -0.951 1.492 -0.0430
C -1.080 -2.622 -0.349 -0.5380
C 2.579 1.794 -3.758 -0.0633
C -2.196 -5.269 1.867 -0.0453
C 1.979 5.946 -1.270 -0.4794
C 1.575 2.808 -1.383 0.0444
C -4.072 -2.632 0.275 -0.0370
C 2.273 0.921 -2.727 -0.0373
H 0.927 -3.415 0.147 0.0683
H 0.220 -4.040 -1.382 0.0945
H -2.509 -0.418 0.554 0.0748
H -3.476 -0.522 2.028 0.0807
H 2.963 1.402 -4.686 0.1103
H -3.849 -2.174 -0.684 0.0746
H 3.294 6.106 0.359 0.1229
H -1.699 -6.131 2.306 0.0813
H -3.142 -2.900 2.188 0.1220
H 2.431 -0.139 -2.845 0.0515
H -4.963 -2.167 0.689 0.0802
H 2.657 3.825 -4.416 0.1143
H -2.695 -5.587 0.955 0.0809
H -1.256 -3.244 3.499 0.0802
H 1.014 6.463 1.210 0.0795
H -2.945 -4.921 2.572 0.0746
H -1.733 -0.823 2.087 0.0644
H -4.269 -3.691 0.123 0.0723
H 0.570 4.798 0.840 0.0680
H 2.921 4.424 -0.057 0.0982
H 0.045 -4.423 3.340 0.0810
H 1.138 3.158 -0.464 0.0931
H -0.380 -4.697 0.957 0.1230
H 1.590 5.537 -3.177 0.1551
H 0.183 -2.834 2.567 0.0599
H 1.794 5.125 2.067 0.0766
```

gap between HOMO and LUMO: 9.346 eV
LUMO energy: 0.0140 hartree
total charge: 0
largest force on an atom: 1.81 eV/Å



This record from OMol25 describes 5 unconnected molecules or ions with the total composition C18H26O15 in a non-equilibrium geometry. The level of theory is the ωB97M-V functional and the def2-TZVPD basis.

XYZ file:
```
59
Properties=species:S:1:pos:R:3:lowdin_charge:R:1
O -1.341 -0.877 -0.073 0.0634
O 4.014 1.161 -0.692 0.0440
O 2.218 -3.262 -2.752 0.0805
O 2.622 2.115 0.807 0.1810
O -4.459 -0.562 1.998 0.0592
O -1.724 2.643 3.658 0.0822
O -5.804 -0.163 0.279 0.0732
O -0.031 -3.146 -2.772 0.1809
O -2.948 -0.173 -1.489 0.1673
O 1.213 -1.456 -3.580 0.0527
O -1.237 2.935 1.508 0.0465
O 0.424 2.829 3.018 0.1547
O -0.944 0.847 -1.417 0.0789
O -5.611 1.361 1.922 0.1543
O 4.333 0.827 1.488 0.0643
C -3.021 2.662 3.025 -0.3025
C 2.599 -1.142 -3.650 -0.0826
C 0.327 0.498 -0.844 -0.0661
C -5.330 0.304 1.453 -0.5783
C -3.840 3.802 3.562 -0.0206
C -5.475 -1.541 0.154 -0.1143
C -0.735 2.802 2.760 -0.5812
C 3.573 1.462 0.561 -0.5570
C 5.238 0.434 -0.622 -0.1116
C -0.068 -0.336 0.367 -0.2792
C -4.368 -1.739 1.178 -0.0956
C 1.025 -2.672 -3.009 -0.5703
C 4.352 -3.032 -3.859 -0.0229
C 0.858 -1.476 0.705 0.0069
C -2.665 2.741 1.514 -0.0523
C 5.363 0.072 0.868 -0.1082
C 3.298 -2.359 -3.009 -0.3171
C -1.853 -0.080 -1.037 -0.5670
H -3.474 1.687 3.183 0.1276
H -4.751 3.928 2.981 0.0860
H -3.123 3.590 1.020 0.1376
H -6.346 -2.176 0.331 0.1281
H 0.346 -2.216 1.321 0.0939
H 0.833 1.417 -0.560 0.1218
H -4.505 -2.626 1.798 0.1294
H 1.193 -2.008 -0.188 0.0770
H 5.252 -2.410 -3.922 0.0882
H -5.152 -1.742 -0.867 0.1272
H 2.883 -0.961 -4.686 0.1348
H 6.332 0.327 1.288 0.1286
H 5.177 -0.990 1.042 0.1280
H -2.860 1.779 1.046 0.1152
H -3.358 -1.801 0.777 0.1076
H 3.750 -2.080 -2.053 0.1320
H 6.061 1.072 -0.954 0.1300
H 1.714 -1.085 1.259 0.0882
H 2.798 -0.236 -3.073 0.1198
H -0.224 0.325 1.221 0.1499
H 0.914 -0.033 -1.595 0.1152
H 4.013 -3.194 -4.882 0.0925
H -4.113 3.610 4.602 0.0882
H 4.682 -3.957 -3.388 0.0890
H 5.197 -0.418 -1.297 0.1068
H -3.246 4.718 3.572 0.0944
```

gap between HOMO and LUMO: 10.603 eV
LUMO energy: 0.0034 hartree
total charge: 0
largest force on an atom: 1.09 eV/Å



Which value of largest force on an atom does entry 3 give? 0.74 eV/Å



gap between HOMO and LUMO of number 4 (C18H26N6O2S)? 9.346 eV